Record 1
{
  "formula": "C28H86N2O24",
  "method": "ωB97M-V with the def2-TZVPD basis set",
  "symbols": ["C", "C", "C", "O", "C", "N", "H", "H", "H", "H", "H", "H", "H", "H", "H", "H", "H", "C", "C", "C", "O", "C", "N", "H", "H", "H", "H", "H", "H", "H", "H", "H", "H", "H", "C", "C", "O", "O", "H", "H", "H", "H", "H", "H", "C", "C", "O", "O", "H", "H", "H", "H", "H", "H", "C", "C", "O", "O", "H", "H", "H", "H", "H", "H", "C", "C", "O", "O", "H", "H", "H", "H", "H", "H", "C", "C", "O", "O", "H", "H", "H", "H", "H", "H", "C", "C", "O", "O", "H", "H", "H", "H", "H", "H", "C", "C", "O", "O", "H", "H", "H", "H", "H", "H", "C", "C", "O", "O", "H", "H", "H", "H", "H", "H", "C", "C", "O", "O", "H", "H", "H", "H", "H", "H", "C", "C", "O", "O", "H", "H", "H", "H", "H", "H", "O", "H", "H", "O", "H", "H"],
  "positions_angstrom": [[26.22, 4.34, 30.63], [25.23, 5.23, 29.98], [24.71, 4.58, 28.74], [23.84, 3.43, 28.87], [23.37, 2.92, 27.65], [24.15, 5.52, 30.91], [25.68, 3.43, 30.87], [26.56, 4.61, 31.63], [27.05, 3.98, 30.02], [25.70, 6.17, 29.68], [25.54, 4.30, 28.10], [24.15, 5.26, 28.10], [24.02, 2.18, 27.19], [23.12, 3.78, 27.02], [22.38, 2.48, 27.77], [23.62, 4.66, 31.02], [24.47, 5.78, 31.83], [26.17, -7.55, 28.28], [25.42, -6.59, 29.20], [25.50, -7.13, 30.61], [24.74, -8.27, 31.04], [23.36, -8.04, 30.95], [26.06, -5.30, 29.04], [27.24, -7.43, 28.48], [26.03, -7.51, 27.20], [25.91, -8.59, 28.48], [24.44, -6.51, 28.73], [25.22, -6.29, 31.25], [26.54, -7.11, 30.94], [22.96, -7.31, 31.65], [22.78, -8.95, 31.09], [23.09, -7.71, 29.94], [26.15, -5.11, 28.05], [27.01, -5.29, 29.39], [17.33, -2.63, 25.87], [17.44, -1.39, 26.84], [16.28, -0.54, 26.86], [16.36, -3.51, 26.34], [18.28, -3.15, 25.75], [17.14, -2.35, 24.83], [18.43, -0.93, 26.85], [17.39, -1.79, 27.85], [16.37, 0.10, 26.14], [16.07, -4.00, 25.57], [26.31, 0.08, 25.58], [25.69, -0.51, 26.88], [25.27, -1.84, 26.58], [27.66, -0.33, 25.39], [26.37, 1.17, 25.68], [25.76, -0.32, 24.74], [24.79, 0.04, 27.16], [26.37, -0.55, 27.73], [25.40, -2.31, 27.41], [27.94, 0.06, 24.56], [20.96, 0.31, 21.25], [20.46, -1.07, 21.77], [19.77, -1.69, 20.71], [19.79, 1.06, 21.14], [21.60, 0.24, 20.38], [21.58, 0.70, 22.06], [19.82, -0.87, 22.63], [21.28, -1.67, 22.16], [19.57, -2.57, 21.04], [19.27, 0.61, 20.47], [24.56, -3.09, 20.40], [24.23, -1.65, 20.69], [24.13, -1.36, 22.10], [23.41, -3.93, 20.48], [25.35, -3.46, 21.05], [24.96, -2.99, 19.39], [23.38, -1.31, 20.11], [25.09, -0.99, 20.56], [24.14, -0.43, 22.36], [22.99, -3.85, 21.34], [20.03, -5.12, 28.34], [19.88, -6.62, 28.76], [20.41, -6.80, 30.05], [19.35, -4.23, 29.24], [19.64, -4.99, 27.33], [21.08, -4.86, 28.45], [20.42, -7.22, 28.02], [18.82, -6.90, 28.77], [19.98, -6.16, 30.63], [18.41, -4.38, 29.12], [26.47, -4.00, 24.06], [26.20, -4.93, 25.26], [26.77, -4.37, 26.45], [27.87, -4.02, 23.77], [26.27, -2.98, 24.39], [25.92, -4.13, 23.13], [26.67, -5.89, 25.03], [25.17, -5.26, 25.41], [27.66, -4.07, 26.27], [28.23, -3.54, 24.52], [23.39, 2.17, 23.76], [24.39, 2.52, 22.63], [23.96, 2.09, 21.31], [23.49, 0.81, 24.17], [22.37, 2.36, 23.42], [23.73, 2.73, 24.62], [25.37, 2.11, 22.88], [24.51, 3.60, 22.71], [24.73, 1.97, 20.75], [22.89, 0.56, 24.87], [23.18, -3.40, 28.95], [22.19, -2.17, 28.93], [22.65, -1.12, 28.11], [24.49, -2.97, 29.07], [23.08, -3.99, 28.03], [23.01, -4.13, 29.74], [22.15, -1.88, 29.98], [21.19, -2.45, 28.59], [23.54, -0.90, 28.39], [24.99, -3.74, 29.38], [20.03, 3.05, 25.38], [18.69, 3.74, 25.10], [18.78, 5.14, 25.53], [20.23, 2.67, 26.76], [20.86, 3.69, 25.08], [19.98, 2.15, 24.77], [18.02, 3.12, 25.68], [18.41, 3.72, 24.04], [19.15, 5.72, 24.86], [20.02, 3.42, 27.33], [20.60, -4.23, 24.14], [21.80, -5.13, 24.25], [23.02, -4.51, 23.91], [20.57, -3.18, 25.09], [19.73, -4.84, 24.36], [20.50, -3.90, 23.10], [21.74, -5.99, 23.60], [21.95, -5.44, 25.28], [23.10, -3.61, 24.23], [21.44, -2.78, 25.02], [21.58, 0.23, 25.98], [21.22, 1.06, 26.29], [21.89, -0.21, 26.76], [22.98, -2.14, 24.83], [23.41, -2.02, 25.68], [23.18, -1.33, 24.35]],
  "mulliken_charge": [-1.357, 0.515, -0.764, -0.430, -0.351, -0.720, 0.294, 0.350, 0.347, 0.210, 0.378, 0.402, -0.119, 0.449, 0.180, 0.270, 0.268, -1.609, 1.176, -0.932, -0.402, -0.640, -0.529, 0.360, 0.280, 0.474, -0.109, 0.411, 0.429, 0.286, 0.342, 0.211, 0.123, 0.275, 0.213, -0.305, -0.562, -0.562, -0.227, 0.425, 0.171, 0.171, 0.310, 0.323, -0.066, -0.301, -0.013, -0.646, 0.545, -0.213, -0.324, 0.656, -0.069, 0.361, -0.070, 0.404, -0.654, -0.549, 0.247, -0.302, 0.253, -0.116, 0.350, 0.380, -0.355, -0.363, -0.033, -0.606, 0.092, 0.393, 0.111, 0.384, -0.112, 0.297, 0.616, -0.663, -0.472, -0.615, 0.056, -0.338, 0.348, 0.361, 0.306, 0.369, -0.189, -0.294, -0.434, -0.606, 0.128, 0.102, 0.361, 0.206, 0.185, 0.451, 0.097, -0.992, -0.524, 0.499, 0.199, 0.055, 0.314, 0.455, 0.310, -0.393, 0.048, -0.781, -0.663, -0.628, -0.052, 0.687, 0.327, 0.273, 0.137, 0.221, 0.205, -0.732, -0.552, -0.628, 0.108, 0.170, 0.334, 0.343, 0.313, 0.298, -0.083, -0.732, -0.417, 0.570, 0.476, -0.259, 0.434, 0.114, 0.524, 0.118, 0.072, 0.018, 0.238, 0.971, -0.558, -0.518],
  "energy_ev": -82543.39055,
  "homo_lumo_gap_ha": 0.35264,
  "homo_ev": -9.43
}

---

Record 2
{
  "formula": "C28H89N5O14",
  "method": "ωB97M-V with the def2-TZVPD basis set",
  "symbols": ["O", "H", "H", "O", "H", "H", "O", "H", "H", "O", "H", "H", "O", "H", "H", "C", "C", "C", "O", "C", "N", "H", "H", "H", "H", "H", "H", "H", "H", "H", "H", "H", "C", "C", "C", "O", "C", "N", "H", "H", "H", "H", "H", "H", "H", "H", "H", "H", "H", "C", "C", "C", "O", "C", "N", "H", "H", "H", "H", "H", "H", "H", "H", "H", "H", "H", "C", "C", "C", "O", "C", "N", "H", "H", "H", "H", "H", "H", "H", "H", "H", "H", "H", "C", "C", "C", "O", "C", "N", "H", "H", "H", "H", "H", "H", "H", "H", "H", "H", "H", "C", "C", "O", "H", "H", "H", "H", "H", "H", "C", "C", "O", "H", "H", "H", "H", "H", "H", "C", "C", "O", "H", "H", "H", "H", "H", "H", "C", "C", "O", "H", "H", "H", "H", "H", "H"],
  "positions_angstrom": [[6.19, 16.40, 8.66], [5.68, 17.17, 8.41], [5.92, 15.72, 8.04], [6.74, 22.96, 10.82], [6.03, 23.60, 10.77], [6.35, 22.19, 11.22], [5.11, 17.58, 15.76], [4.57, 16.79, 15.84], [5.51, 17.51, 14.89], [5.04, 18.74, 7.85], [5.24, 19.64, 7.61], [4.14, 18.60, 7.53], [1.70, 18.24, 8.83], [1.16, 17.72, 9.43], [1.75, 17.71, 8.03], [3.78, 18.03, 11.61], [5.08, 18.77, 11.92], [6.28, 17.78, 12.18], [6.14, 17.14, 13.44], [7.23, 16.44, 13.93], [5.32, 19.72, 10.89], [3.34, 17.56, 12.49], [3.88, 17.18, 10.95], [2.97, 18.62, 11.18], [4.98, 19.32, 12.86], [7.28, 18.19, 12.06], [6.23, 16.94, 11.49], [6.86, 15.94, 14.83], [8.00, 17.16, 14.18], [7.41, 15.66, 13.19], [4.48, 20.24, 10.72], [5.51, 19.23, 10.02], [9.82, 20.10, 12.74], [8.55, 20.15, 13.64], [8.80, 20.96, 14.91], [9.85, 20.40, 15.73], [9.65, 19.25, 16.52], [7.52, 20.82, 12.89], [10.64, 19.71, 13.33], [10.19, 21.08, 12.42], [9.78, 19.54, 11.80], [8.32, 19.15, 13.99], [7.94, 21.11, 15.56], [9.19, 21.96, 14.74], [10.54, 19.07, 17.12], [9.47, 18.38, 15.90], [8.84, 19.40, 17.24], [7.54, 20.51, 11.93], [6.59, 20.68, 13.24], [3.10, 23.42, 7.50], [3.55, 22.39, 8.53], [2.79, 22.44, 9.81], [3.11, 21.40, 10.74], [2.37, 21.38, 11.94], [3.55, 21.01, 7.95], [3.58, 24.37, 7.74], [2.04, 23.67, 7.51], [3.39, 23.15, 6.48], [4.54, 22.65, 8.89], [1.74, 22.33, 9.57], [2.98, 23.43, 10.23], [2.63, 20.53, 12.58], [1.30, 21.37, 11.78], [2.59, 22.35, 12.39], [3.69, 20.42, 8.76], [2.60, 20.76, 7.73], [0.90, 10.87, 12.71], [1.82, 11.65, 13.63], [2.66, 12.62, 12.81], [3.44, 13.56, 13.54], [4.11, 14.46, 12.62], [1.05, 12.38, 14.59], [0.34, 10.09, 13.24], [1.48, 10.18, 12.10], [0.24, 11.48, 12.09], [2.51, 11.00, 14.16], [2.05, 13.13, 12.06], [3.39, 12.09, 12.21], [4.93, 13.96, 12.11], [4.48, 15.31, 13.20], [3.52, 14.78, 11.77], [0.31, 12.94, 14.19], [1.68, 12.96, 15.14], [0.52, 16.15, 12.44], [-0.05, 15.83, 11.07], [-1.52, 15.19, 11.27], [-2.35, 16.17, 11.88], [-3.77, 15.91, 12.02], [-0.18, 17.06, 10.32], [1.60, 16.21, 12.56], [0.10, 15.52, 13.22], [0.11, 17.09, 12.81], [0.59, 15.13, 10.55], [-1.59, 14.36, 11.97], [-1.90, 14.92, 10.28], [-4.25, 16.01, 11.04], [-4.16, 16.67, 12.69], [-4.05, 14.96, 12.47], [-0.86, 17.57, 10.86], [-0.74, 16.63, 9.59], [6.55, 15.60, 18.71], [7.42, 15.08, 17.52], [8.43, 14.17, 17.74], [6.13, 14.74, 19.24], [5.63, 16.06, 18.35], [7.12, 16.34, 19.27], [7.85, 16.05, 17.26], [6.69, 14.83, 16.76], [7.99, 13.32, 17.88], [1.63, 20.70, 15.37], [2.99, 20.59, 16.12], [3.89, 20.01, 15.16], [1.46, 19.91, 14.64], [1.71, 21.69, 14.92], [0.85, 20.68, 16.13], [2.94, 19.85, 16.92], [3.13, 21.58, 16.54], [4.24, 19.14, 15.38], [11.64, 14.50, 15.99], [10.57, 14.84, 14.99], [9.39, 13.92, 15.19], [11.92, 13.45, 16.03], [11.35, 14.72, 17.02], [12.53, 15.08, 15.72], [10.96, 14.73, 13.98], [10.43, 15.90, 15.20], [9.17, 14.08, 16.11], [8.28, 19.32, 7.31], [8.01, 20.25, 8.45], [8.27, 21.61, 8.30], [8.01, 19.55, 6.28], [7.94, 18.30, 7.43], [9.36, 19.17, 7.24], [8.53, 19.86, 9.33], [6.93, 20.28, 8.61], [8.10, 22.02, 9.15]],
  "mulliken_charge": [-0.606, 0.399, 0.316, -0.595, 0.279, 0.314, -0.850, 0.330, 0.433, -0.772, 0.300, 0.155, -0.541, 0.408, 0.265, -1.470, -0.236, -0.904, 0.786, -0.404, 2.336, 0.316, 0.336, 0.096, -0.543, 0.436, 0.452, -0.031, -0.272, 0.443, -0.140, -0.250, -1.771, 2.377, -0.827, -0.396, -0.363, -0.015, 0.445, 0.397, 0.407, -1.411, 0.452, 0.298, 0.369, -0.054, 0.301, -0.060, 0.239, -1.609, 0.843, -1.180, -0.276, -0.853, -0.462, 0.417, 0.345, 0.413, 0.009, 0.416, 0.450, 0.010, 0.387, 0.399, 0.069, 0.289, -1.412, 0.300, -0.382, -0.258, -0.450, -0.650, 0.409, 0.385, 0.258, 0.300, 0.067, 0.342, 0.485, -0.148, 0.217, 0.197, 0.314, -1.107, 0.364, -0.909, -0.292, -0.790, -0.658, -0.185, 0.328, 0.432, 0.472, 0.422, 0.461, 0.311, 0.249, 0.294, 0.297, 0.254, -1.140, 0.250, -0.531, 0.391, 0.262, 0.300, -0.025, 0.151, 0.289, -0.757, -0.376, -0.289, 0.074, 0.164, 0.434, 0.347, 0.293, 0.269, -1.285, 0.288, -0.553, 0.309, 0.319, 0.386, 0.415, -0.195, 0.394, -1.343, 1.216, -0.610, 0.374, 0.284, 0.406, -0.157, -0.424, 0.309],
  "s_squared": 0.759,
  "energy_ev": -66580.90590,
  "homo_lumo_gap_ha": [0.33183, 0.11114],
  "multiplicity": 2,
  "homo_ev": [-10.78, -10.78],
  "charge": 1
}

---

> Number 2 is which compound?

C28H89N5O14